(A)
{
  "formula": "C3H6ClNO",
  "method": "wB97M-V/def2-TZVPD",
  "species": ["Cl", "O", "N", "C", "C", "C", "H", "H", "H", "H", "H", "H"],
  "positions_angstrom": [[-2.445, 0.671, 0.476], [-0.280, 1.620, 0.641], [-2.183, -1.837, -0.177], [1.468, 0.012, 0.370], [0.531, 1.052, -0.220], [-1.761, -0.685, -0.173], [1.645, 0.238, 1.418], [1.078, 1.814, -0.742], [2.421, 0.082, -0.143], [-1.488, -2.503, -0.574], [-0.018, 0.459, -1.014], [1.033, -0.921, 0.140]],
  "lumo_ev": [-0.96, -1.16],
  "homo_lumo_gap_ev": [9.17, 7.68]
}


(B)
{
  "formula": "C3H6ClNO",
  "method": "wB97M-V/def2-TZVPD",
  "species": ["Cl", "O", "N", "C", "C", "C", "H", "H", "H", "H", "H", "H"],
  "positions_angstrom": [[-0.443, 2.031, 0.035], [-2.281, 0.137, -0.653], [0.534, -0.423, 1.212], [-0.001, -0.163, 0.025], [0.799, -0.181, -1.251], [-1.358, 0.172, 0.040], [0.332, 0.523, -1.961], [-1.456, -0.121, 2.208], [1.531, -0.560, 1.292], [0.787, -1.092, -1.931], [1.929, 0.063, -0.996], [-0.374, -0.384, 1.981]],
  "lumo_ev": [-0.37, -0.37],
  "homo_lumo_gap_ev": [8.58, 8.57]
}


(B) is the most stable structure; the next one sits 13.9 kcal/mol above it.


(A)
{
  "formula": "CH6NO2",
  "method": "wB97M-V/def2-TZVPD",
  "species": ["O", "O", "N", "C", "H", "H", "H", "H", "H", "H"],
  "positions_angstrom": [[-0.662, 0.060, 0.995], [0.336, 2.746, -0.157], [-0.205, -1.939, -0.258], [0.246, -0.586, 0.280], [-1.176, -1.852, -0.543], [0.183, 1.808, -0.240], [-0.244, -2.547, 0.547], [0.586, 0.009, -0.628], [1.180, -0.867, 0.809], [-0.245, 3.167, -0.806]],
  "lumo_ev": 4.33,
  "charge": -1,
  "homo_lumo_gap_ev": 6.91
}


(B)
{
  "formula": "CH6NO2",
  "method": "wB97M-V/def2-TZVPD",
  "species": ["O", "O", "N", "C", "H", "H", "H", "H", "H", "H"],
  "positions_angstrom": [[-1.124, -0.775, -1.229], [0.979, -0.346, 2.404], [0.220, 0.790, -0.064], [-0.131, 0.339, -1.331], [-1.400, -0.619, -0.325], [0.444, 1.779, -0.171], [0.531, -0.977, 1.837], [0.593, -0.107, -2.051], [1.110, 0.359, 1.720], [-0.668, 1.084, -1.959]],
  "lumo_ev": 4.72,
  "charge": -1,
  "homo_lumo_gap_ev": 6.88
}


(A) is the most stable structure; the next one sits 10.3 kcal/mol above it.